Record 1
C32H57N7O8S3 | ωB97M-V/def2-TZVPD

Cartesian coordinates (Å):
C: -5.0446 2.6090 3.1113
C: -3.5742 2.5890 2.7709
O: -3.0873 1.5841 2.3079
C: -2.7785 3.8379 2.9853
H: -5.4691 3.5819 2.8647
H: -5.1684 2.4260 4.1805
H: -5.5188 1.8113 2.5493
H: -2.6747 4.0596 4.0520
H: -3.3580 4.7041 2.6353
H: -1.8326 3.8907 2.4644
C: 0.2667 -0.4234 1.3839
C: 0.0350 -0.1178 -0.0544
O: 0.8758 -0.3458 -0.8971
C: -1.3012 0.4560 -0.4253
H: -0.4661 -1.1960 1.6578
H: 0.1949 0.4193 2.0684
H: 1.2374 -0.8848 1.5532
H: -1.9481 -0.4340 -0.4821
H: -1.4095 0.9532 -1.3874
H: -1.7245 1.0776 0.3662
C: 3.9172 -0.5165 -1.8197
C: 4.6829 -0.0927 -0.6610
N: 5.2954 0.2270 0.2577
H: 3.5637 0.3229 -2.4160
H: 3.0138 -0.9978 -1.4248
H: 4.4307 -1.2124 -2.4730
C: -3.4131 3.1634 -2.2377
C: -2.2854 3.9654 -1.7800
N: -1.3807 4.5790 -1.4252
H: -3.1958 2.6490 -3.1682
H: -4.3140 3.7656 -2.3226
H: -3.5847 2.3949 -1.4797
C: 1.3454 2.4827 -2.3385
C: 2.5015 3.3657 -2.1524
N: 3.3957 4.0503 -2.0077
H: 1.4851 1.8239 -3.1879
H: 0.4686 3.1048 -2.5073
H: 1.2408 1.9450 -1.4011
C: 3.9429 0.1312 3.2159
C: 2.7041 0.4684 3.8863
N: 1.7025 0.7185 4.3591
H: 3.9889 -0.9362 3.0147
H: 4.7898 0.3645 3.8630
H: 4.0689 0.6674 2.2821
C: -0.4795 2.2419 -6.5799
C: -0.8877 1.8285 -5.2451
N: -1.2154 1.4991 -4.1951
H: 0.5993 2.1269 -6.6903
H: -0.7387 3.2854 -6.7410
H: -0.9456 1.6188 -7.3399
C: -3.6531 -1.3224 2.3085
C: -3.6119 -2.6733 2.8681
N: -3.5776 -3.7228 3.3043
H: -2.6280 -1.0149 2.1253
H: -4.0990 -0.6553 3.0386
H: -4.2258 -1.3002 1.3875
C: -3.3025 -4.5683 -2.0999
C: -2.8471 -3.6464 -1.0582
N: -2.4773 -2.9922 -0.2104
H: -2.4755 -4.7484 -2.7861
H: -4.1588 -4.1215 -2.5949
H: -3.5435 -5.5334 -1.6592
C: -0.0199 -3.8974 2.7244
C: 0.7336 -4.8430 3.6669
C: 2.1844 -5.0011 3.1472
S: 2.2545 -4.1619 1.5533
O: 2.9362 -4.9992 0.5967
O: 2.5984 -2.7712 1.6958
C: 0.4600 -4.2464 1.3280
H: 0.2688 -2.8640 2.9512
H: -1.0984 -3.9386 2.8800
H: 0.2573 -5.8254 3.6519
H: 0.6930 -4.5096 4.7007
H: 2.4342 -6.0450 2.9874
H: 2.9407 -4.5740 3.8046
H: 0.2046 -5.2968 1.1403
H: 0.1170 -3.6511 0.4881
C: -0.5730 -2.5161 -3.5102
C: 0.2312 -3.3416 -2.4989
C: 1.2902 -4.0482 -3.3562
S: 1.6219 -2.9539 -4.7835
O: 1.1087 -3.6045 -5.9680
O: 2.9695 -2.4540 -4.7267
C: 0.4585 -1.6767 -4.2302
H: -1.4126 -1.9700 -3.0818
H: -0.9917 -3.2245 -4.2386
H: -0.4148 -4.0487 -1.9759
H: 0.6352 -2.7554 -1.6732
H: 0.9493 -5.0148 -3.7106
H: 2.2331 -4.1304 -2.8181
H: 0.1728 -1.0091 -5.0339
H: 0.9913 -1.1152 -3.4551
C: 1.0563 5.2804 1.0852
C: 0.6864 3.8018 1.2200
C: 0.8197 3.5195 2.7028
S: 2.4968 4.1373 3.0720
O: 3.5019 3.2727 2.4941
O: 2.5660 4.5824 4.4421
C: 2.3410 5.5361 1.8921
H: 0.2854 5.8108 1.6660
H: 1.0787 5.6608 0.0718
H: 1.4807 3.2263 0.7199
H: -0.2679 3.5598 0.7636
H: 0.5743 2.5458 3.1053
H: 0.2536 4.3048 3.2219
H: 3.2144 5.4374 1.2480
H: 2.3286 6.4785 2.4265

The calculation puts the total energy at -3433.19798 a.u.

Mulliken atomic charge list, values in e, 5 entries:
1. C -1.40
2. C 0.74
3. O -0.30
4. C -0.67
5. H 0.42

=====

Record 2
C32H58B2BrFI2N6O17PS4 | ωB97M-V/def2-TZVPD

Cartesian coordinates (Å):
C: 0.6169 6.0379 -1.5815
C: 1.5288 5.2569 -1.6852
C: 2.5104 4.1823 -1.9150
C: 1.8380 2.8416 -2.3041
C: 0.5620 2.5504 -1.5143
N: 0.0347 1.1729 -1.4112
C: -0.3929 0.9897 -0.0678
N: -1.6591 1.0072 0.1838
O: -2.5667 1.2114 -0.7961
B: -2.7776 2.5741 -1.1915
O: -2.5126 2.8484 -2.4930
O: -3.2796 3.5849 -0.3975
C: -2.2320 0.6956 1.5199
I: -2.7215 2.3833 2.7376
C: -3.5151 -0.1727 1.3457
C: -3.5192 -1.2448 2.4765
N: 0.5973 0.7488 0.8980
C: 0.7147 1.7182 1.9818
O: 0.4035 1.3716 3.0760
N: 1.1557 3.0856 1.7660
C: 0.4420 4.0492 2.5299
O: 0.5685 4.3154 3.6716
F: -0.4263 4.7488 1.7737
C: 1.8361 0.1313 0.4399
Br: 3.3839 1.4476 0.4305
N: 2.3308 -0.8808 1.3716
C: 3.2197 -1.8312 0.6981
C: 1.3338 -1.5102 2.2173
C: 0.0839 -2.2416 1.7399
O: 1.5141 -1.4673 3.4006
O: 1.8219 -0.4237 -0.8222
C: 0.7786 -0.0015 -1.7373
B: -0.2782 -1.2627 -1.8328
N: 0.0556 -2.6019 -1.4911
O: -1.5517 -1.0318 -2.3536
P: 1.4474 -0.1018 -3.5462
O: 0.8989 -1.5194 -4.1957
I: 3.8721 -0.4878 -3.2848
H: -0.0888 6.7632 -1.2449
H: 3.0928 4.4768 -2.7981
H: 3.2355 4.0614 -1.1057
H: 1.5570 2.9539 -3.3602
H: 2.6049 2.0598 -2.2950
H: -0.2203 3.1897 -1.9430
H: 0.7041 2.9767 -0.5015
H: -3.2507 3.3581 -2.8753
H: -2.5755 4.0925 0.0268
H: -1.5360 0.0783 2.0901
H: -3.4817 -0.7393 0.4085
H: -4.4131 0.4446 1.3727
H: -4.5293 -1.6553 2.6196
H: -3.0608 -0.8741 3.3994
H: -2.8951 -2.0637 2.0983
H: 2.1082 3.1132 2.1319
H: 3.9531 -1.3674 0.0356
H: 2.7041 -2.6439 0.1563
H: 3.8220 -2.3176 1.4780
H: -0.5547 -1.6434 1.0807
H: 0.3213 -3.1726 1.2137
H: -0.5169 -2.4880 2.6176
H: 1.0168 -2.7625 -1.2077
H: -0.6136 -3.0818 -0.9090
H: -1.5746 -1.3449 -3.2662
H: 1.3949 -2.2799 -3.8489
C: 9.1077 0.8263 -1.1958
C: 7.8924 1.4629 -0.5141
C: 6.6833 0.5654 -0.8013
S: 7.3280 -1.0940 -1.0239
O: 7.0981 -1.5006 -2.3888
O: 6.9244 -1.9171 0.0916
C: 9.0517 -0.6544 -0.8381
H: 10.0407 1.2815 -0.8668
H: 9.0343 0.9525 -2.2785
H: 8.0655 1.5137 0.5633
H: 7.7185 2.4797 -0.8652
H: 5.9768 0.5620 0.0224
H: 6.1797 0.8550 -1.7221
H: 9.6598 -1.2795 -1.4883
H: 9.3246 -0.8183 0.2044
C: 4.0291 -7.7252 0.3295
C: 4.9869 -6.7081 0.9627
C: 5.3342 -5.6720 -0.1133
S: 3.9297 -5.6209 -1.2283
O: 4.3426 -6.1019 -2.5186
O: 3.2435 -4.3545 -1.0761
C: 2.9835 -6.9026 -0.4158
H: 3.5700 -8.3696 1.0779
H: 4.5747 -8.3593 -0.3729
H: 4.4910 -6.2154 1.8025
H: 5.8855 -7.1865 1.3495
H: 5.4916 -4.6812 0.3089
H: 6.2067 -5.9695 -0.6918
H: 2.4290 -7.4742 -1.1569
H: 2.2950 -6.4189 0.2779
C: -7.4150 -5.3702 5.1363
C: -6.4973 -4.4069 5.8984
C: -5.9826 -3.3705 4.8923
S: -7.2444 -3.2387 3.6193
O: -6.6933 -3.7203 2.3755
O: -7.8868 -1.9531 3.7173
C: -8.3298 -4.4904 4.2899
H: -7.9861 -6.0046 5.8126
H: -6.8172 -6.0174 4.4903
H: -7.0679 -3.9057 6.6831
H: -5.6717 -4.9305 6.3789
H: -5.8373 -2.3957 5.3526
H: -5.0596 -3.6980 4.4154
H: -8.8154 -5.0273 3.4781
H: -9.0740 -3.9870 4.9066
C: -6.1389 7.5920 -2.5471
C: -6.4943 7.4356 -4.0306
C: -5.1810 7.2517 -4.8007
S: -4.0287 6.4979 -3.6513
O: -2.9586 7.4248 -3.3902
O: -3.7662 5.1344 -4.0591
C: -5.1319 6.4879 -2.2432
H: -7.0187 7.5157 -1.9097
H: -5.6830 8.5701 -2.3773
H: -7.1252 6.5538 -4.1625
H: -7.0504 8.2937 -4.4049
H: -5.3022 6.5999 -5.6628
H: -4.7617 8.2061 -5.1140
H: -4.5639 6.6582 -1.3312
H: -5.6162 5.5117 -2.2071

The calculation puts the total energy at -8114.62065 a.u. As for the net charge: +1.

Mulliken atomic charge list, values in e, 5 entries:
1. C 0.10
2. C -0.78
3. C -0.58
4. C -0.31
5. C 0.30